ORCA calculation (ωB97M-V with the def2-TZVPD basis set) on a cluster of 2 separate species, C20H40N5O in total at a distorted geometry.

The geometry in XYZ format:
```
66
Properties=species:S:1:pos:R:3:mulliken_charge:R:1
H 3.046 -5.028 -3.812 0.322
H 4.141 0.406 4.944 0.343
H 3.205 1.984 0.821 0.255
H 3.219 -2.662 -3.018 0.102
C -2.417 -0.768 -0.578 -0.897
C 3.292 0.841 4.314 -0.977
H 1.605 3.046 -1.006 0.203
H -5.325 3.308 1.465 0.356
C 0.569 -0.301 -1.815 0.372
H 2.448 0.070 4.317 0.233
H 2.954 1.819 4.795 0.262
H 2.401 2.672 2.325 0.324
N -1.809 0.589 -0.693 0.202
H -4.741 1.361 -0.160 0.414
N -1.925 -3.083 2.441 -0.596
N 0.324 -3.442 -2.107 -0.547
H 4.749 1.632 2.797 0.344
H 3.278 -2.104 -4.701 0.301
H 0.990 -3.249 -5.244 0.277
H -3.416 -0.721 -1.162 0.354
H 3.151 -4.488 -5.484 0.309
H -2.258 -0.561 1.684 0.324
H -1.602 -3.146 0.333 0.232
C 3.504 -2.943 -4.036 -0.874
C -4.315 3.377 0.914 -0.846
H -3.923 -1.160 1.040 0.333
H 0.189 -1.377 -1.737 -0.482
C -3.911 1.872 0.449 -0.374
H -4.403 4.102 0.034 0.335
C 0.738 -3.708 -3.182 0.242
H 4.081 -0.033 2.395 0.238
H 2.603 -1.031 -1.163 0.107
H -1.714 3.847 -0.401 0.325
C 2.718 1.682 1.811 -0.627
C -2.412 -2.800 1.061 -0.592
H -1.388 -2.302 2.836 0.212
H 4.585 -3.097 -4.039 0.357
N -1.539 2.851 -0.586 0.042
H -3.352 -3.431 0.841 0.387
H -3.835 1.266 1.432 0.229
N 0.867 2.964 -1.718 -0.403
C -2.484 1.798 -0.249 0.154
C -0.344 2.318 -1.207 -0.101
C 1.265 -4.045 -4.547 -0.462
C -0.468 0.784 -1.272 0.175
H 0.642 3.872 -2.150 0.330
C -2.786 -1.225 0.921 -0.372
C 2.786 -4.210 -4.491 -0.462
C 1.522 -0.481 0.707 -0.518
H 0.568 1.553 1.231 -0.384
H -2.679 4.790 1.593 0.174
C 3.795 1.003 2.790 -0.551
H -1.799 -1.576 -1.126 0.204
C 1.369 0.831 1.619 0.302
H -2.671 -3.404 3.069 0.255
H 0.799 -4.973 -4.890 0.319
H -3.292 4.597 3.927 0.328
O -3.968 4.353 3.247 -0.538
H 2.415 -1.077 1.142 0.481
C 1.869 -0.201 -0.835 -0.569
C -3.264 3.915 2.038 -0.186
H 0.605 -1.159 0.869 -0.017
H 1.006 0.499 2.666 0.300
H -2.587 3.042 2.374 0.226
H 2.427 0.789 -0.938 0.384
H 0.900 -0.047 -2.894 0.409
```

The HOMO energy is -11.37 eV. Its charge is +1. The HOMO-LUMO gap comes out at 8.84 eV.

=====

ORCA calculation (ωB97M-V with the def2-TZVPD basis set) on a cluster of 4 separate species, C20H40NO5 in total at a distorted geometry.

The geometry in XYZ format:
```
66
Properties=species:S:1:pos:R:3:mulliken_charge:R:1
H -5.000 5.797 -1.415 0.389
C -6.051 -3.896 0.720 -1.247
H 3.883 1.222 -2.368 0.328
C -4.390 3.717 -1.387 0.490
O -4.575 2.570 -0.545 -0.437
H -5.517 2.369 -0.525 0.316
H -3.718 0.131 0.459 0.600
O -5.043 -1.707 0.938 -0.437
H 5.062 1.213 1.379 0.447
C -5.141 4.904 -0.806 -1.337
C 3.616 1.089 -0.187 0.368
H 2.165 -0.410 -2.989 0.427
H -6.089 -2.296 -0.715 0.258
H 4.090 -0.362 -1.677 0.390
H 8.197 -3.714 1.213 0.333
H -0.784 -2.331 -1.237 0.422
H -2.097 1.926 0.807 0.621
C -0.488 0.777 -0.045 0.875
H 1.424 0.998 -2.312 0.479
C 2.034 0.135 -2.047 -0.885
C 4.960 0.640 0.453 -1.697
H 8.841 -2.125 3.840 0.368
O 0.877 2.696 -0.785 -0.432
H -4.320 2.541 -3.198 0.315
H -6.211 4.690 -0.744 0.345
H -4.798 5.116 0.208 0.337
C 1.326 -0.826 -1.053 -0.770
H -4.713 4.248 -3.464 0.401
H 7.171 -3.705 2.659 0.373
C -1.796 1.000 0.339 -0.355
H -7.515 -0.762 0.618 0.296
H 5.806 0.754 -0.219 0.383
H 1.733 3.083 -0.544 0.444
H 1.972 -1.053 -0.199 0.478
H -7.521 -1.896 1.959 0.351
C 3.467 0.541 -1.620 -0.838
H 9.871 -2.130 2.397 0.355
C -7.457 -1.821 0.871 -1.351
C -4.862 3.399 -2.796 -1.377
C 9.015 -1.647 2.875 -1.402
H -6.070 -4.036 1.804 0.333
C -1.052 -1.384 -0.788 -1.142
C -6.156 -2.421 0.368 0.413
H 8.770 -1.527 0.314 0.339
H -5.923 3.138 -2.798 0.358
H -6.871 -4.464 0.282 0.392
H -5.108 -4.312 0.361 0.313
H 3.686 2.184 -0.260 0.242
H 4.810 -0.400 0.761 0.303
H 9.289 -0.606 3.046 0.347
H -5.089 -1.807 1.896 0.279
H 1.217 -1.781 -1.578 0.439
C -0.077 -0.438 -0.624 0.704
O 0.801 2.116 1.370 -0.532
O 8.037 -1.075 0.745 -0.526
H -8.318 -2.330 0.437 0.405
H 6.953 -1.208 2.457 0.263
C 7.392 -3.182 1.727 -1.258
H 6.513 -3.231 1.082 0.308
N -2.300 -1.131 -0.404 0.240
C -2.692 -0.003 0.151 -0.915
C 0.466 1.913 0.218 0.115
H -3.320 3.931 -1.398 0.238
H -2.998 -1.864 -0.514 0.187
C 7.784 -1.735 1.985 0.516
H 2.833 0.776 0.502 0.018
```

The HOMO energy is -11.75 eV. Its charge is +1. The HOMO-LUMO gap comes out at 7.93 eV.

=====

ORCA calculation (ωB97M-V with the def2-TZVPD basis set) on an isolated molecule of C20H40O.

The geometry in XYZ format:
```
61
Properties=species:S:1:pos:R:3:mulliken_charge:R:1
H 4.397 -3.770 4.380 0.325
C -0.816 -0.782 0.682 -1.051
H -2.411 3.191 -1.603 0.225
C -2.211 4.922 -2.869 -1.127
H 2.312 3.027 -1.867 0.444
H 1.600 -2.191 0.280 0.452
H -0.784 -0.627 2.815 0.460
C 2.026 -5.733 4.491 -0.654
H 1.754 1.514 -2.582 0.339
H 0.858 -3.577 1.067 0.336
C 1.762 2.109 -1.671 -1.739
C -0.440 1.140 -0.911 -0.814
H 1.052 0.235 0.352 0.073
H -0.614 -1.525 -0.091 0.219
C 4.352 -4.276 3.416 -1.722
H -2.519 -2.256 2.248 0.489
H 3.530 -2.335 1.843 0.449
H -4.062 2.919 -5.025 0.444
H -1.422 4.480 -0.934 0.349
H 5.107 -3.842 2.766 0.429
H -3.999 5.918 -4.716 0.352
C -0.373 3.236 -2.329 -0.944
H -0.150 1.192 1.218 0.263
C -1.480 -2.576 2.298 -1.738
O 0.776 -6.270 4.857 -0.550
C 1.947 -4.806 3.311 -0.038
H 2.295 1.556 -0.903 0.443
H -1.457 5.691 -3.058 0.358
H -4.577 3.682 -3.519 0.300
C -0.008 0.483 0.399 -0.372
C 1.511 -2.721 1.230 -0.683
C 2.904 -3.208 1.630 -1.296
H -2.348 6.185 -5.278 0.399
C 0.922 -1.783 2.283 -1.015
H 0.160 -5.543 5.000 0.308
H -0.601 2.570 -3.163 0.270
H 3.359 -3.724 0.777 0.433
H 0.963 -4.725 2.875 0.486
C 2.980 -4.136 2.815 0.720
H -1.331 -3.347 1.546 0.314
C 0.332 2.425 -1.232 0.876
H 0.376 3.039 -0.325 0.353
H 2.483 -5.213 5.349 0.261
H -1.759 3.850 -4.680 0.173
H 1.530 -0.876 2.320 0.325
H -3.359 2.403 -3.497 0.299
C -1.648 3.929 -1.851 -0.553
C -3.723 3.264 -4.050 -1.429
H -0.309 0.431 -1.733 0.283
H -1.880 -0.536 0.623 0.522
C -3.121 5.433 -5.139 -1.683
C -2.632 4.319 -4.214 0.976
H -1.504 1.369 -0.842 0.216
H -3.079 5.417 -2.426 0.420
H 1.003 -2.260 3.262 0.656
C -0.546 -1.390 2.063 0.542
H 2.654 -6.601 4.259 0.298
H 4.596 -5.324 3.583 0.387
H -1.307 -3.011 3.280 0.370
H -3.388 5.032 -6.114 0.413
H 0.315 4.002 -2.693 0.357
```

The HOMO energy is -8.94 eV. For the energy above the lowest of the compared OMol25 structures with the same formula, charge and spin, the calculation gives 15.6 kJ/mol. The SMILES is C/C(=C\CO)CCC[C@H](C)CCC[C@@H](C)CCCC(C)C. The HOMO-LUMO gap comes out at 9.77 eV.

=====

ORCA calculation (ωB97M-V with the def2-TZVPD basis set) on a structure of composition C20H40P2PdSi at a distorted geometry.

The geometry in XYZ format:
```
64
Properties=species:S:1:pos:R:3:mulliken_charge:R:1
C 0.762 2.151 1.517 -1.327
C 0.520 -0.225 0.525 -0.572
P -0.382 -1.030 -1.743 0.990
H -1.051 -3.204 1.324 0.344
H 0.600 4.922 -1.160 0.465
C -1.840 2.758 -5.406 -0.670
C -1.962 1.384 -2.318 0.224
H -1.972 -0.390 -3.378 0.265
H -1.948 -2.586 -2.320 0.503
H -2.825 -0.561 -1.888 0.729
H 2.102 3.702 -5.456 0.425
H -1.411 3.213 -6.323 0.370
H -2.936 2.691 -5.606 0.292
H 2.043 1.391 -5.627 0.263
H -1.571 -1.605 3.316 0.311
H -2.042 0.552 -5.331 0.422
H 0.917 1.859 -6.928 0.321
H -0.974 -3.217 -0.966 0.482
C -1.312 1.389 -5.229 -1.039
H -2.653 3.877 -3.720 0.396
H -2.696 4.392 -0.503 0.330
C -1.494 -2.373 -1.359 -1.518
H -0.518 -0.175 3.832 0.297
H 0.481 -3.880 1.998 0.380
C 0.035 1.103 -5.004 0.042
H 0.715 1.703 2.540 0.267
H -1.960 3.339 0.773 0.358
H -1.770 1.653 -3.404 -1.080
H -3.039 2.618 -0.461 0.475
C 0.465 -1.689 -3.275 -1.502
C -1.936 -0.108 -2.325 -1.405
H 0.388 3.905 -5.861 0.258
C -2.288 3.389 -0.267 -1.496
C 0.608 1.042 0.568 1.283
H 1.734 2.684 1.384 0.318
H -0.132 2.811 1.377 0.224
H -0.255 -1.670 -4.125 0.381
C 0.642 3.923 -0.740 -1.365
C 0.051 -3.167 1.286 -1.048
C -0.535 -1.253 3.533 -1.060
H 0.282 0.045 -4.945 0.390
H 0.713 4.021 0.340 0.586
C 1.075 1.867 -5.843 -0.698
H 1.650 3.785 -3.224 0.551
C -1.699 3.851 -4.274 -1.359
H -2.194 -1.947 -0.641 0.292
C 1.095 3.297 -5.283 -1.096
H -1.581 4.810 -4.810 0.436
H 1.371 -1.101 -3.563 0.225
H 2.724 -0.833 3.140 0.304
C 0.780 3.430 -3.817 -0.545
H 1.526 3.390 -1.099 0.344
H -3.001 1.768 -2.318 0.678
C -0.617 3.852 -3.224 0.172
H -0.549 4.952 -2.887 0.449
H 2.945 -2.434 2.322 0.325
H -0.131 -1.886 4.368 0.307
Si 0.636 -1.526 1.965 0.181
H 2.038 -2.334 3.832 0.325
P -0.793 2.883 -1.262 1.369
C 2.242 -1.796 2.890 -1.074
H 0.719 -2.752 -3.106 0.521
H 0.481 -3.371 0.293 0.204
Pd 0.594 1.780 -3.143 -0.219
```

As for the expectation value of S²: 2.076. The HOMO energy (spin up / spin down) is -5.43 / -6.76 eV. For the energy above the lowest of the compared OMol25 structures with the same formula, charge and spin, the calculation gives 723.6 kJ/mol. Its spin multiplicity is 3. The HOMO-LUMO gap (spin up / spin down) comes out at 6.01 / 6.37 eV.